(one)
21
Properties=species:S:1:pos:R:3 method="wB97M-V/def2-TZVPD" e_lumo_ev=-3.78 gap_ev=10.6 charge=+1
C -1.14039 1.07630 -0.84868
C -1.13268 -0.28696 1.20577
N -1.40797 -0.18575 -0.13268
N -0.23773 0.65887 1.74094
N -2.03956 -1.00604 2.02569
H -1.87793 -0.95813 -0.53641
H 0.58041 1.04159 1.14114
H -0.16966 0.76450 2.74082
H -1.51116 -1.64143 2.71142
H -3.02144 -1.24228 1.85282
H -1.54367 0.72755 -1.83553
H -0.12502 1.41421 -0.77490
H -1.66129 2.00745 -0.40964
C 1.74723 0.25817 -1.66381
C 2.05731 -0.86466 -0.62493
H 2.59291 0.29120 -2.44672
H 0.77582 0.30154 -2.12267
H 2.02077 1.25084 -1.18085
H 3.05660 -1.03887 -0.33907
H 1.50891 -1.76956 -0.87535
H 1.52855 -0.79854 0.37265



(two)
21
Properties=species:S:1:pos:R:3 method="wB97M-V/def2-TZVPD" e_lumo_ev=-3.11 gap_ev=11.4 charge=+1
C -0.34224 -1.21078 2.22215
C 1.21915 -0.80414 0.29308
N 0.86012 -0.67580 1.56799
N 0.34579 -1.33081 -0.58672
N 2.26957 -0.13760 -0.16588
H 1.60232 -0.35912 2.16464
H -0.25957 -2.06778 -0.26420
H 0.65297 -1.54463 -1.52793
H 2.87537 0.49540 0.32587
H 2.55543 -0.33812 -1.11287
H -1.04242 -0.38966 2.33658
H -0.01470 -1.72640 3.11658
H -0.83841 -1.97681 1.64156
C -1.80919 1.29813 -0.80216
C -0.63547 1.65206 -1.66544
H -2.73563 1.59936 -1.29117
H -1.95447 0.24408 -0.56051
H -1.89532 1.82557 0.15303
H 0.38355 1.72802 -1.27098
H -0.65581 2.68900 -2.02545
H -0.58104 1.03001 -2.54817



Stability, highest: (two)



(one)
21
Properties=species:S:1:pos:R:3 method="wB97M-V/def2-TZVPD" e_lumo_ev=-2.87 gap_ev=10.8 charge=+1
N 0.62678 2.92934 -0.19430
C 1.59732 1.78671 0.20317
C 0.78586 0.55128 0.54600
N -0.20913 0.31150 -0.58964
C -1.40514 -0.62528 -0.17559
C -1.09544 -2.19538 -0.46191
N -0.20509 -2.74524 0.57785
H 1.22525 3.63237 -0.68168
H 0.42011 3.47273 0.72461
H 2.28570 1.45688 -0.56956
H 2.10811 2.06397 1.14124
H 1.47957 -0.36190 0.48421
H 0.07407 0.67276 1.36144
H -0.60146 1.10653 -0.91235
H 0.31411 -0.13461 -1.40312
H -2.17449 -0.13918 -0.91678
H -1.77578 -0.45126 0.85807
H -2.05920 -2.70200 -0.47551
H -0.61611 -2.25747 -1.38477
H -0.13543 -3.69622 0.39261
H -0.63962 -2.67552 1.47602



(two)
21
Properties=species:S:1:pos:R:3 method="wB97M-V/def2-TZVPD" e_lumo_ev=-3.37 gap_ev=11.3 charge=+1
C 0.99500 -1.83916 1.11379
C -0.70718 -0.99601 -0.50250
N 0.55732 -1.27791 -0.15582
N -0.96459 -0.59308 -1.78505
N -1.65120 -0.73245 0.37883
H 1.12102 -1.56595 -0.95483
H -0.47137 -0.88271 -2.60612
H -1.26271 0.36874 -1.76351
H -1.48215 -0.99020 1.36527
H -2.59216 -0.39236 0.20749
H 0.23194 -2.37578 1.70603
H 1.53416 -1.08409 1.70315
H 1.63417 -2.71430 1.12492
C 0.53973 2.61234 -0.30517
C 1.06097 2.35440 1.09769
H 0.68678 1.89843 -1.10477
H -0.56949 2.71965 -0.33940
H 0.86298 3.58677 -0.60783
H 2.14991 2.36106 1.26438
H 0.60163 1.37324 1.27457
H 0.65906 3.18807 1.75438



(three)
21
Properties=species:S:1:pos:R:3 method="wB97M-V/def2-TZVPD" e_lumo_ev=-2.83 gap_ev=11.0 charge=+1
C -0.63381 2.50808 -0.72694
N -0.37006 1.03231 -1.04061
C -0.93472 -0.06333 -0.09190
N -1.49403 -1.11491 -0.83090
C 0.61602 -0.39705 0.94457
C 0.43497 -1.65345 1.81362
N 1.73458 -0.25309 0.04996
H -0.56608 2.62042 0.42741
H 0.15435 3.22056 -1.17346
H -1.70367 2.74598 -1.08241
H -0.58426 0.87885 -2.10233
H 0.64230 0.84997 -0.98177
H -1.74343 0.36260 0.43333
H -2.21246 -0.93909 -1.57142
H -0.84996 -1.90333 -1.04596
H 0.63723 0.51528 1.62734
H -0.22507 -1.52477 2.69965
H 0.10392 -2.50050 1.21427
H 1.43901 -1.97398 2.17912
H 2.01393 -1.16571 -0.36078
H 2.56954 0.12248 0.51465



Stability, highest: (two)